P) Density functional theory data (ωB97M-V/def2-TZVPD) for C3H4O2 in the gas phase.

## Properties
LUMO level, eV: 1.04
SMILES string: C=COC=O
E_HOMO, Ha: -0.36267

The geometry in ORCA input format:
```
! wB97M-V def2-TZVPD RIJCOSX def2/J DEFGRID3
* xyz 0 1
C 1.39 -0.88 0.66
C 0.45 0.11 0.51
C -1.51 0.59 -0.94
H 2.23 -0.47 1.23
H 1.47 -2.05 0.38
H 0.25 1.28 0.91
H -2.37 -0.06 -1.28
O -0.69 -0.28 -0.34
O -1.22 1.76 -1.13
*
```

=====

Q) Density functional theory data (ωB97M-V/def2-TZVPD) for a molecular structure, C3H4O2.

## Properties
LUMO level, eV: 0.97
E_HOMO, Ha: -0.33774

The geometry in ORCA input format:
```
! wB97M-V def2-TZVPD RIJCOSX def2/J DEFGRID3
* xyz 0 1
C -0.63 -0.27 -0.72
C -1.10 0.68 0.09
C 0.47 -0.49 0.29
O -0.14 0.58 1.07
O 1.78 -0.31 -0.01
H -0.86 -0.65 -1.69
H -1.91 1.38 0.17
H 0.46 -1.53 1.09
H 1.93 0.61 -0.28
*
```

=====

In eV, relative to the most stable structure: P) 0.000; Q) 0.519.

=====

P) Density functional theory data (ωB97M-V/def2-TZVPD) for C3H4O2 in the gas phase.

## Properties
LUMO level, eV: 0.70
SMILES string: O=C[C@H]1CO1
E_HOMO, Ha: -0.38009

The geometry in ORCA input format:
```
! wB97M-V def2-TZVPD RIJCOSX def2/J DEFGRID3
* xyz 0 1
O 2.14 0.72 0.28
C 1.29 -0.13 0.34
C -0.09 0.37 0.35
C -1.12 -0.19 -0.55
O -1.13 -0.51 0.82
H 1.52 -1.20 0.38
H 0.20 1.46 0.48
H -1.92 0.47 -0.88
H -0.86 -1.00 -1.24
*
```

=====

Q) Density functional theory data (ωB97M-V/def2-TZVPD) for C3H4O2 in the gas phase.

## Properties
LUMO level, eV: 0.74
SMILES string: CC#COO
E_HOMO, Ha: -0.33962

The geometry in ORCA input format:
```
! wB97M-V def2-TZVPD RIJCOSX def2/J DEFGRID3
* xyz 0 1
C -0.50 0.16 0.19
C 0.41 0.78 -0.21
C -1.50 -0.69 0.76
O 2.14 0.52 -1.67
O 1.50 1.42 -0.73
H -1.01 -1.00 1.74
H -2.45 -0.19 0.96
H -1.65 -1.61 0.30
H 3.07 0.61 -1.33
*
```

=====

R) Density functional theory data (ωB97M-V/def2-TZVPD) for a molecular structure, C3H4O2.

## Properties
LUMO level, eV: 0.87
E_HOMO, Ha: -0.38819

The geometry in ORCA input format:
```
! wB97M-V def2-TZVPD RIJCOSX def2/J DEFGRID3
* xyz 0 1
O -1.86 0.93 0.90
C -0.88 0.64 0.30
C 0.31 -0.19 0.69
C 0.50 -0.27 -0.84
O -0.68 0.57 -1.05
H -0.34 -0.87 1.27
H 1.15 0.14 1.30
H 0.41 -1.21 -1.38
H 1.39 0.26 -1.21
*
```

=====

In eV, relative to the most stable structure: P) 1.305; Q) 4.485; R) 0.000.

=====

P) Density functional theory data (ωB97M-V/def2-TZVPD) for C5H10N2 in the gas phase.

## Properties
LUMO level, eV: 1.16
SMILES string: CC(=C/N)/C=C/N
E_HOMO, Ha: -0.26169

The geometry in ORCA input format:
```
! wB97M-V def2-TZVPD RIJCOSX def2/J DEFGRID3
* xyz 0 1
C -0.06 -1.42 1.97
C 0.06 -0.51 0.78
N -0.75 -0.72 -1.65
N 0.72 2.02 -1.41
C -0.93 -0.35 -0.26
C 0.94 0.52 0.55
C 0.19 1.41 -0.29
H -1.03 -1.69 -1.80
H 0.22 -0.64 -1.92
H 0.12 2.62 -1.95
H 1.49 1.58 -1.90
H -1.98 -0.48 0.01
H 1.97 0.65 0.87
H -0.63 1.96 0.16
H -1.04 -1.29 2.44
H 0.70 -1.20 2.72
H 0.02 -2.47 1.68
*
```

=====

Q) Density functional theory data (ωB97M-V/def2-TZVPD) for C5H10N2 in the gas phase.

## Properties
LUMO level, eV: 0.72
SMILES string: C=NC(=C)CCN
E_HOMO, Ha: -0.33196

The geometry in ORCA input format:
```
! wB97M-V def2-TZVPD RIJCOSX def2/J DEFGRID3
* xyz 0 1
C -1.22 0.30 0.38
C -0.17 0.75 -0.62
C 1.04 -0.19 -0.56
C 1.03 -1.34 -1.25
C 1.89 0.84 1.35
N 2.05 0.03 0.39
N -2.21 -0.65 -0.19
H -1.80 1.16 0.76
H -0.77 -0.11 1.29
H -0.56 0.52 -1.62
H 0.00 1.82 -0.63
H 0.21 -1.44 -1.96
H 1.80 -2.09 -1.29
H 1.00 1.40 1.60
H 2.73 1.01 2.02
H -3.11 -0.46 0.20
H -1.91 -1.57 0.12
*
```

=====

R) Density functional theory data (ωB97M-V/def2-TZVPD) for 2 unconnected molecules or ions with the total composition C5H10N2.

## Properties
LUMO level (alpha / beta), eV: -0.35 / 0.17
E_HOMO (alpha / beta), Ha: -0.31791 / -0.28982

The geometry in ORCA input format:
```
! wB97M-V def2-TZVPD RIJCOSX def2/J DEFGRID3
* xyz 0 1
C 0.06 -1.33 -0.29
C 0.75 -0.04 -0.60
C -0.74 -0.06 -0.72
C 1.70 0.17 2.73
C -1.86 0.53 0.02
N 0.80 0.24 -2.04
N -0.60 0.60 -2.04
H 0.44 -2.17 -0.98
H -0.13 -1.45 0.80
H 2.52 0.85 2.93
H 2.10 -0.89 2.72
H 0.81 0.23 2.12
H -2.30 -0.12 0.73
H -2.49 0.83 -0.83
H -1.50 1.42 0.68
H 1.44 1.00 -2.30
H -1.01 0.20 -2.91
*
```

=====

In eV, relative to the most stable structure: P) 0.906; Q) 0.000; R) 6.663.

=====

P) Density functional theory data (ωB97M-V/def2-TZVPD) for C5H10N2 in the gas phase.

## Properties
LUMO level, eV: 0.66
SMILES string: C=N/C=C/CCN
E_HOMO, Ha: -0.32542

The geometry in ORCA input format:
```
! wB97M-V def2-TZVPD RIJCOSX def2/J DEFGRID3
* xyz 0 1
C -0.76 1.87 -0.57
C -0.97 0.79 0.33
C 0.29 -0.09 0.73
C 0.51 -1.23 0.11
N 1.64 -2.02 0.25
C 1.54 -2.79 1.21
N -0.01 1.38 -1.74
H -1.71 2.24 -0.90
H -0.25 2.81 -0.13
H -1.83 0.23 0.03
H -1.27 1.37 1.32
H 0.99 0.53 1.24
H -0.40 -1.80 -0.49
H 1.71 -3.90 1.09
H 0.84 -2.58 2.12
H 0.47 2.09 -2.25
H -0.79 1.12 -2.35
*
```

=====

Q) Density functional theory data (ωB97M-V/def2-TZVPD) for a molecular structure, C5H10N2.

## Properties
LUMO level, eV: 1.11
E_HOMO, Ha: -0.30593

The geometry in ORCA input format:
```
! wB97M-V def2-TZVPD RIJCOSX def2/J DEFGRID3
* xyz 0 1
C 0.95 -0.92 -1.01
C -2.03 -0.43 0.27
C 0.91 0.20 0.02
N 1.88 0.09 1.03
C -0.52 1.61 -0.27
C -0.83 0.44 0.54
N 0.75 1.53 -0.51
H 2.34 -0.80 1.12
H 2.51 0.88 1.08
H -1.18 2.36 -0.70
H -0.64 0.59 1.60
H 0.19 -0.77 -1.76
H 0.80 -1.89 -0.53
H 1.93 -0.92 -1.49
H -2.93 -0.01 0.73
H -2.22 -0.52 -0.80
H -1.89 -1.43 0.67
*
```

=====

In eV, relative to the most stable structure: P) 2.157; Q) 0.000.

=====

P) Density functional theory data (ωB97M-V/def2-TZVPD) for C5H10N2 in the gas phase.

## Properties
LUMO level, eV: 1.13
SMILES string: C[C@H]1N[C@H]1[C@H]1CN1
E_HOMO, Ha: -0.33298

The geometry in ORCA input format:
```
! wB97M-V def2-TZVPD RIJCOSX def2/J DEFGRID3
* xyz 0 1
C 1.11 -1.77 0.38
C 1.26 -0.49 -0.41
N 0.47 0.01 -1.51
C 0.60 0.81 -0.28
C -0.55 1.17 0.60
C -1.91 1.25 0.02
N -1.58 0.22 1.01
H 2.20 -1.75 0.23
H 0.68 -2.66 -0.12
H 0.82 -1.73 1.44
H 2.35 -0.38 -0.68
H -0.43 -0.47 -1.56
H 1.32 1.63 -0.40
H -0.28 1.89 1.38
H -2.61 2.01 0.35
H -2.02 0.96 -1.03
H -1.42 -0.69 0.58
*
```

=====

Q) Density functional theory data (ωB97M-V/def2-TZVPD) for a molecular structure, C5H10N2.

## Properties
LUMO level, eV: 0.37
E_HOMO, Ha: -0.31979

The geometry in ORCA input format:
```
! wB97M-V def2-TZVPD RIJCOSX def2/J DEFGRID3
* xyz 0 1
C -1.60 -0.80 0.09
N -0.93 0.48 -0.10
C -1.47 1.55 0.47
C -1.33 2.30 -0.66
H -2.05 1.59 1.39
H -2.26 2.69 -1.09
H -2.26 -1.01 -0.76
H -2.21 -0.82 1.00
H -0.84 -1.58 0.12
C 2.03 -0.52 0.95
C 1.67 -0.70 -1.34
N 1.85 -1.31 -0.25
H 1.25 -0.78 1.67
H 2.00 0.57 0.77
H 2.99 -0.78 1.41
H 1.49 -1.28 -2.24
H 1.67 0.39 -1.43
*
```

=====

In eV, relative to the most stable structure: P) 0.000; Q) 2.439.

=====

P) Density functional theory data (ωB97M-V/def2-TZVPD) for C6H12N2O in the gas phase.

## Properties
LUMO level (alpha / beta), eV: 0.61 / 0.61
E_HOMO (alpha / beta), Ha: -0.20709 / -0.20714

The geometry in ORCA input format:
```
! wB97M-V def2-TZVPD RIJCOSX def2/J DEFGRID3
* xyz 0 1
C -2.27 0.74 -0.14
C 1.23 1.29 0.92
N 1.10 -0.19 -1.18
C -0.95 0.77 -0.80
C 0.71 0.06 0.23
N 1.03 -2.39 0.46
C -0.28 -0.42 -1.19
C 0.42 -1.19 0.92
O -0.67 1.97 -1.46
H 0.20 1.87 -1.88
H 1.59 -1.08 -1.25
H 1.86 -2.67 0.98
H 0.38 -3.17 0.43
H -0.68 -1.40 -1.46
H 0.09 -1.13 1.95
H -3.09 0.52 -0.84
H -2.49 1.70 0.32
H -2.27 -0.05 0.63
H 0.64 1.47 1.82
H 2.27 1.12 1.22
H 1.18 2.19 0.30
*
```

=====

Q) Density functional theory data (ωB97M-V/def2-TZVPD) for C6H12N2O in the gas phase.

## Properties
LUMO level, eV: 0.82
SMILES string: [H]/N=C(/N)C1(COC)CC1
E_HOMO, Ha: -0.33041

The geometry in ORCA input format:
```
! wB97M-V def2-TZVPD RIJCOSX def2/J DEFGRID3
* xyz 0 1
C -2.93 0.57 0.23
C -0.94 -0.53 -0.51
C 0.56 -0.40 -0.04
C 1.08 -1.52 0.70
C 1.58 -1.25 -0.71
C 1.09 0.89 0.26
H -2.85 1.72 0.00
H -3.46 0.62 1.20
H -3.50 0.21 -0.66
H -1.03 0.16 -1.37
H -1.12 -1.60 -0.63
H 1.69 -1.34 1.60
H 0.60 -2.40 0.86
H 1.23 -1.90 -1.50
H 2.59 -0.82 -0.69
H 1.59 2.70 -0.41
H 0.68 1.84 -1.51
H 1.93 0.27 1.97
N 1.33 1.80 -0.79
N 1.71 1.17 1.38
O -1.79 -0.17 0.61
*
```

=====

In eV, relative to the most stable structure: P) 2.733; Q) 0.000.